No. 1
{"formula": "C25H46BN2O36PS8", "method": "wB97M-V/def2-TZVPD", "gap_ev": 7.7, "symbols": ["O", "C", "N", "B", "C", "C", "C", "C", "N", "C", "C", "C", "C", "P", "O", "O", "O", "H", "H", "H", "H", "H", "H", "H", "H", "H", "H", "H", "H", "H", "H", "O", "S", "O", "O", "C", "C", "O", "H", "H", "H", "H", "O", "S", "O", "O", "C", "C", "O", "H", "H", "H", "H", "O", "S", "O", "O", "C", "C", "O", "H", "H", "H", "H", "O", "S", "O", "O", "C", "C", "O", "H", "H", "H", "H", "O", "S", "O", "O", "C", "C", "O", "H", "H", "H", "H", "O", "S", "O", "O", "C", "C", "O", "H", "H", "H", "H", "O", "S", "O", "O", "C", "C", "O", "H", "H", "H", "H", "O", "S", "O", "O", "C", "C", "O", "H", "H", "H", "H"], "xyz": [[1.275, -2.394, 5.382], [2.154, -1.858, 4.846], [3.046, -1.097, 4.515], [2.774, -0.406, 3.252], [1.945, 0.930, 3.299], [1.210, 1.287, 1.971], [-0.319, 1.451, 2.094], [-1.029, 0.314, 2.841], [-1.551, -0.693, 1.902], [-2.140, -0.592, 0.671], [-2.401, -1.871, 0.217], [-1.967, -2.782, 1.251], [-1.457, -2.002, 2.275], [3.517, -1.215, 1.652], [4.260, -2.424, 2.040], [4.439, -0.164, 0.812], [2.348, -1.693, 0.617], [2.680, 1.730, 3.505], [1.255, 0.926, 4.154], [1.602, 2.261, 1.644], [1.427, 0.584, 1.155], [-0.711, 1.574, 1.078], [-0.537, 2.405, 2.596], [-0.382, -0.229, 3.537], [-1.855, 0.693, 3.463], [-2.323, 0.369, 0.207], [-2.847, -2.098, -0.744], [-2.060, -3.858, 1.181], [-1.062, -2.401, 3.202], [3.942, 0.656, 0.673], [2.799, -1.965, -0.197], [-4.919, 1.152, 2.778], [-5.680, 0.346, 3.661], [-6.771, -0.449, 3.231], [-6.168, 1.262, 4.891], [-5.689, 0.716, 6.124], [-4.404, -0.002, 5.760], [-4.669, -0.597, 4.487], [-6.438, 0.017, 6.503], [-5.531, 1.508, 6.852], [-4.131, -0.763, 6.487], [-3.575, 0.702, 5.642], [3.343, 0.286, -2.022], [4.722, 0.638, -2.028], [5.436, 0.835, -0.826], [4.906, 1.918, -2.986], [5.840, 1.618, -4.029], [5.708, 0.127, -4.248], [5.522, -0.415, -2.935], [6.840, 1.883, -3.679], [5.606, 2.191, -4.923], [6.586, -0.308, -4.718], [4.822, -0.111, -4.842], [-2.048, -2.490, -3.305], [-1.092, -2.520, -4.352], [-1.389, -3.073, -5.623], [0.258, -3.197, -3.779], [1.357, -2.297, -3.926], [0.741, -0.918, -3.859], [-0.501, -1.041, -4.560], [1.821, -2.479, -4.899], [2.091, -2.460, -3.140], [1.365, -0.158, -4.320], [0.524, -0.632, -2.827], [-3.090, -0.665, -5.989], [-3.720, -1.666, -6.775], [-3.230, -2.986, -6.850], [-3.909, -1.081, -8.265], [-5.292, -1.096, -8.625], [-6.036, -0.946, -7.315], [-5.281, -1.718, -6.380], [-5.513, -2.054, -9.101], [-5.511, -0.288, -9.320], [-7.059, -1.309, -7.370], [-6.038, 0.093, -6.976], [7.376, 0.946, 2.770], [7.409, -0.353, 2.192], [6.317, -0.880, 1.471], [7.844, -1.394, 3.336], [9.023, -2.098, 2.941], [9.763, -1.133, 2.037], [8.736, -0.482, 1.284], [8.719, -2.999, 2.405], [9.608, -2.377, 3.815], [10.462, -1.635, 1.372], [10.295, -0.374, 2.616], [-5.244, 4.207, 1.808], [-5.862, 3.258, 0.945], [-5.423, 1.922, 0.851], [-5.930, 3.905, -0.532], [-7.290, 3.962, -0.976], [-8.105, 4.096, 0.292], [-7.438, 3.258, 1.244], [-7.518, 3.032, -1.501], [-7.434, 4.803, -1.651], [-9.136, 3.778, 0.163], [-8.086, 5.121, 0.670], [4.572, -4.502, 1.750], [5.603, -5.419, 2.047], [6.894, -4.998, 2.469], [5.775, -6.433, 0.798], [5.594, -7.781, 1.234], [4.654, -7.688, 2.417], [5.060, -6.505, 3.110], [6.567, -8.179, 1.532], [5.188, -8.387, 0.427], [4.721, -8.553, 3.071], [3.618, -7.555, 2.095], [-5.137, 8.359, -2.613], [-4.815, 8.694, -1.272], [-5.218, 9.920, -0.685], [-3.233, 8.513, -1.076], [-2.974, 7.575, -0.022], [-4.166, 6.644, -0.031], [-5.286, 7.497, -0.315], [-2.906, 8.127, 0.917], [-2.038, 7.052, -0.201], [-4.305, 6.131, 0.915], [-4.088, 5.908, -0.834]], "forces_ev_per_a": [[-0.30, -0.95, -0.35], [0.55, 1.29, 1.48], [-0.69, -0.57, -1.49], [-0.32, 0.82, 0.47], [0.05, -0.11, -0.64], [0.06, 0.58, 0.05], [0.38, 0.36, 0.43], [-0.85, 0.23, -0.85], [0.74, -0.21, 1.54], [0.09, -0.31, -0.13], [0.22, 0.10, 0.69], [-0.40, 0.92, -0.78], [-0.55, -1.56, -1.14], [0.81, -1.68, -0.69], [-0.18, 2.39, 0.57], [-3.99, -0.30, 1.67], [0.04, 1.12, 0.23], [-0.11, -0.22, 0.12], [0.23, 0.06, -0.07], [-0.14, -0.24, -0.15], [-0.04, -0.06, 0.29], [-0.14, -0.18, 0.27], [0.12, -0.25, 0.05], [0.07, 0.17, -0.27], [0.09, 0.09, -0.33], [0.00, -0.20, 0.12], [0.11, -0.07, 0.22], [0.16, 0.16, 0.27], [0.10, 0.67, 0.01], [0.03, -0.07, -0.19], [-0.22, -0.05, 0.07], [0.18, -0.86, 1.98], [0.45, -0.13, 0.32], [0.06, 0.04, -0.24], [0.37, -0.03, -0.07], [-0.19, -0.33, 0.27], [0.30, 0.36, 0.02], [-0.48, -0.03, 0.21], [0.03, -0.01, 0.02], [-0.05, 0.15, -0.18], [-0.05, -0.16, -0.18], [-0.02, 0.02, 0.07], [-0.06, 0.07, 0.10], [0.49, 0.10, -0.44], [0.74, 0.95, -1.54], [-0.31, -0.38, -0.10], [0.51, 0.06, 0.00], [-0.37, 0.00, -0.37], [0.11, 0.30, 0.19], [0.00, -0.03, -0.03], [-0.20, 0.08, 0.13], [0.04, -0.12, 0.24], [0.04, 0.03, -0.05], [-0.10, -0.21, -0.08], [0.41, 0.18, 0.03], [1.33, -0.05, 1.11], [-0.24, 0.27, 0.18], [0.28, 0.03, -0.35], [-0.01, 0.12, 0.59], [0.20, -0.37, -0.23], [0.02, 0.03, 0.01], [-0.16, -0.14, 0.09], [-0.18, 0.03, -0.16], [0.10, 0.00, 0.01], [0.12, -0.06, -0.08], [-0.38, -0.06, -0.21], [-1.39, 0.15, -0.83], [-0.10, 0.24, 0.33], [-0.23, -0.36, -0.19], [-0.01, 0.50, 0.05], [0.14, -0.20, -0.31], [-0.05, 0.02, 0.01], [0.22, 0.06, 0.03], [0.08, -0.19, 0.15], [-0.04, 0.01, -0.06], [-0.18, -0.02, 0.02], [0.30, -0.45, 0.06], [2.36, -0.31, 0.50], [0.24, 0.47, -0.01], [0.02, -0.48, -0.34], [0.25, 0.25, 0.38], [-0.17, -0.25, 0.08], [0.01, 0.00, 0.02], [-0.17, 0.13, 0.13], [-0.16, 0.05, -0.19], [0.04, -0.05, 0.01], [0.25, -0.09, -0.06], [-0.42, -0.08, -0.40], [-0.34, 0.94, -1.82], [-0.09, 0.32, 0.40], [-0.28, -0.33, -0.25], [-0.01, 0.54, 0.06], [0.16, -0.19, -0.32], [-0.02, 0.01, 0.02], [0.23, 0.07, 0.06], [0.07, -0.21, 0.15], [-0.03, 0.01, -0.06], [0.53, -2.11, -0.37], [-0.34, -0.15, -0.08], [-0.03, 0.03, 0.06], [-0.20, 0.04, 0.21], [0.34, -0.27, 0.17], [-0.44, 0.00, -0.23], [0.52, -0.09, -0.11], [-0.03, -0.05, 0.01], [-0.02, 0.19, -0.11], [0.10, 0.16, 0.17], [0.01, -0.06, -0.04], [-0.03, 0.23, -0.06], [0.22, -0.34, 0.20], [-0.17, 0.02, -0.14], [-0.26, -0.20, -0.18], [-0.02, 0.10, 0.50], [0.30, -0.40, -0.27], [0.17, 0.38, 0.13], [0.00, -0.02, 0.00], [0.00, 0.12, -0.23], [-0.25, 0.11, 0.00], [0.02, -0.02, 0.04]], "mulliken_charge": [-0.465, 0.634, -0.293, 0.072, -0.608, -0.267, -1.260, 0.375, 0.854, -0.560, -0.616, -0.891, -0.598, 0.489, -0.505, -0.189, -0.385, 0.301, 0.482, 0.408, 0.070, 0.439, 0.398, 0.234, -0.516, 0.466, 0.512, 0.459, 0.516, 0.348, 0.184, -0.348, 1.081, -0.633, -0.321, -0.384, -0.317, -0.325, 0.300, 0.314, 0.383, 0.201, -0.517, 1.360, -0.588, -0.337, -0.385, -0.300, -0.335, 0.287, 0.322, 0.334, 0.226, -0.504, 1.054, -0.511, -0.355, -0.347, -0.162, -0.280, 0.303, 0.264, 0.262, 0.216, -0.545, 1.282, -0.540, -0.340, -0.338, -0.349, -0.318, 0.290, 0.302, 0.312, 0.278, -0.690, 1.056, -0.328, -0.330, -0.201, -0.394, -0.342, 0.148, 0.337, 0.330, 0.300, -0.635, 1.275, -0.469, -0.311, -0.405, -0.351, -0.274, 0.272, 0.339, 0.312, 0.282, -0.333, 1.030, -0.535, -0.334, -0.352, -0.355, -0.326, 0.283, 0.316, 0.321, 0.280, -0.559, 1.102, -0.537, -0.332, -0.263, -0.150, -0.281, 0.301, 0.315, 0.245, 0.167]}

No. 2
{"formula": "C25H46F5N3O8S", "method": "wB97M-V/def2-TZVPD", "gap_ev": 7.8, "symbols": ["C", "C", "O", "C", "O", "C", "C", "C", "F", "F", "C", "F", "F", "F", "C", "C", "C", "O", "C", "O", "C", "O", "C", "N", "O", "S", "O", "O", "H", "H", "H", "H", "H", "H", "H", "H", "H", "H", "H", "H", "H", "H", "H", "H", "C", "C", "N", "C", "C", "C", "C", "H", "H", "H", "H", "H", "H", "H", "H", "H", "H", "H", "H", "H", "H", "H", "C", "C", "N", "C", "C", "C", "C", "H", "H", "H", "H", "H", "H", "H", "H", "H", "H", "H", "H", "H", "H", "H"], "xyz": [[-0.981, 0.333, -0.937], [-0.966, 1.964, -1.296], [-1.978, 2.732, -0.547], [0.552, 2.615, -1.063], [1.031, 3.381, -2.224], [0.461, 4.743, -2.260], [1.566, 5.954, -2.229], [2.595, 5.992, -3.504], [2.017, 6.646, -4.730], [3.111, 4.673, -3.938], [3.948, 6.903, -3.134], [4.974, 6.509, -4.170], [4.549, 6.543, -1.824], [3.728, 8.362, -3.330], [0.757, 7.413, -2.114], [0.988, 8.125, -0.618], [1.109, 9.753, -0.901], [0.802, 10.591, 0.269], [2.072, 11.255, 0.700], [2.396, 11.285, 2.015], [-0.855, 7.272, -2.469], [-1.549, 8.595, -2.547], [-2.867, 8.394, -3.238], [-3.868, 8.483, -4.089], [-1.101, 6.625, -3.795], [-0.838, 4.946, -3.647], [-2.199, 4.317, -3.155], [-0.338, 4.273, -4.953], [-1.993, -0.122, -1.369], [-0.103, -0.249, -1.454], [-0.914, 0.146, 0.239], [-1.176, 2.013, -2.468], [-1.563, 3.312, 0.162], [0.631, 3.224, -0.047], [1.274, 1.682, -0.923], [-0.174, 4.851, -1.254], [2.170, 5.826, -1.208], [1.180, 8.214, -2.888], [0.124, 7.834, 0.119], [2.062, 7.794, -0.225], [0.496, 10.065, -1.861], [2.254, 9.944, -1.171], [2.839, 11.733, -0.072], [-1.444, 6.677, -1.618], [3.408, -1.384, 1.915], [2.281, -2.347, 2.277], [1.349, -2.622, 1.179], [0.144, -3.340, 1.611], [0.323, -4.756, 2.151], [1.943, -3.104, -0.070], [2.753, -4.395, -0.014], [3.012, -0.429, 1.553], [4.018, -1.179, 2.802], [4.075, -1.798, 1.154], [1.726, -1.889, 3.104], [2.723, -3.270, 2.669], [-0.579, -3.367, 0.787], [-0.344, -2.743, 2.391], [0.499, -5.475, 1.347], [-0.594, -5.075, 2.662], [1.139, -4.832, 2.875], [2.588, -2.314, -0.473], [1.157, -3.215, -0.829], [3.414, -4.441, 0.856], [3.384, -4.470, -0.904], [2.107, -5.277, -0.010], [-1.263, -8.312, 0.485], [-1.626, -8.507, 1.954], [-2.855, -7.824, 2.367], [-3.049, -7.812, 3.821], [-3.262, -9.155, 4.515], [-4.057, -8.121, 1.584], [-4.512, -9.576, 1.517], [-1.164, -7.250, 0.239], [-0.303, -8.795, 0.274], [-2.003, -8.759, -0.185], [-0.789, -8.112, 2.542], [-1.675, -9.583, 2.162], [-3.887, -7.151, 4.072], [-2.172, -7.336, 4.276], [-4.274, -9.536, 4.353], [-3.142, -9.035, 5.598], [-2.545, -9.915, 4.192], [-3.897, -7.767, 0.558], [-4.891, -7.508, 1.948], [-3.682, -10.272, 1.366], [-5.200, -9.706, 0.676], [-5.056, -9.870, 2.418]], "forces_ev_per_a": [[-0.57, 0.28, 0.34], [1.20, -0.47, -0.48], [1.63, -0.15, 0.09], [-0.43, -1.99, 0.76], [-1.34, 2.25, 0.78], [0.59, -0.35, 2.34], [-0.68, 0.07, -0.17], [0.60, -0.26, -1.58], [1.61, -2.07, 3.90], [-1.83, 4.11, 1.59], [2.74, -0.19, -2.00], [-3.26, 1.64, 3.68], [-2.29, 1.74, -4.26], [0.77, -4.92, 1.36], [-0.08, 1.48, -0.14], [0.45, 0.26, -0.85], [1.14, -0.44, -1.18], [3.98, 0.78, -0.36], [0.73, -0.62, 7.30], [-2.50, -0.12, -9.12], [-0.70, -0.64, 0.89], [-2.95, -2.48, -2.31], [-4.52, 1.82, -5.80], [9.11, -0.91, 8.11], [1.80, -1.23, 2.19], [-4.19, -5.32, -3.02], [5.55, 3.08, -1.31], [-1.22, 3.53, 4.88], [2.17, 1.05, 1.14], [-1.59, 1.37, 0.92], [-0.20, 0.42, -2.61], [0.24, 0.30, 2.65], [-0.51, -1.44, -1.43], [-0.28, -0.94, -2.09], [-1.26, 2.23, -0.62], [1.13, 0.06, -2.33], [-1.08, 0.10, -2.56], [-0.80, -2.07, 1.40], [1.77, 0.70, -1.31], [-2.55, 0.50, -0.59], [0.86, -0.52, 2.25], [-2.42, -0.55, 0.28], [-2.06, -1.19, 1.19], [1.33, 1.06, -1.90], [0.01, -0.02, -0.10], [0.00, 0.01, -0.24], [-0.35, 0.09, -0.06], [0.04, 0.26, 0.12], [-0.16, -0.38, 0.04], [0.14, 0.33, 0.02], [0.10, -0.34, -0.19], [0.01, -0.14, -0.02], [-0.10, -0.06, -0.09], [-0.06, 0.07, 0.05], [-0.18, -0.20, -0.16], [0.09, -0.05, 0.12], [0.23, 0.07, -0.06], [0.19, 0.08, -0.05], [0.06, 0.05, 0.15], [0.09, 0.04, -0.08], [-0.05, 0.04, -0.10], [-0.05, -0.01, 0.20], [-0.09, 0.04, 0.31], [-0.08, 0.03, -0.04], [-0.04, 0.01, 0.06], [0.14, 0.08, 0.11], [-0.09, 0.03, -0.04], [-0.19, 0.10, -0.11], [-0.07, 0.25, 0.26], [0.25, 0.15, -0.13], [-0.20, -0.21, 0.30], [0.20, 0.17, -0.26], [-0.31, -0.25, -0.01], [-0.10, -0.11, 0.04], [-0.12, 0.04, 0.07], [0.06, 0.07, 0.04], [-0.26, 0.02, 0.16], [0.09, -0.14, 0.00], [0.02, -0.06, -0.24], [0.04, -0.03, -0.21], [0.17, -0.04, -0.02], [0.00, 0.00, -0.14], [-0.08, 0.10, 0.00], [0.16, -0.04, 0.14], [0.28, -0.02, 0.18], [-0.03, 0.08, 0.04], [0.05, 0.01, 0.05], [0.16, -0.07, -0.10]], "mulliken_charge": [-1.158, 0.411, -0.504, -0.352, -0.313, -0.666, -0.005, 0.463, -0.289, -0.303, 0.651, -0.258, -0.239, -0.234, 0.152, -0.662, -0.204, -0.298, 0.272, -0.474, -0.051, -0.257, 0.339, -0.453, -0.386, 1.205, -0.591, -0.609, 0.353, 0.301, 0.243, 0.215, 0.340, 0.280, 0.151, 0.362, 0.564, 0.405, 0.337, 0.331, 0.214, 0.152, 0.328, 0.234, -1.292, -0.397, 0.344, -0.875, -0.594, -0.703, -1.093, 0.212, 0.427, 0.301, 0.432, 0.279, 0.310, 0.463, -0.024, 0.305, 0.285, 0.388, 0.341, 0.235, 0.392, 0.264, -1.457, -0.416, 0.162, -0.671, -0.999, -0.708, -0.960, 0.253, 0.422, 0.369, 0.482, 0.272, 0.424, 0.315, 0.216, 0.413, 0.262, 0.381, 0.357, 0.244, 0.370, 0.271]}